The following is a DFT calculation (wB97M-V/def2-TZVPD) of the molecule C4H6I2 at a distorted geometry.

Properties
- Energy: -751.24866 Ha
- LUMO level (alpha / beta): 0.04 / -0.38 eV
- Energy above the lowest of the compared OMol25 structures with the same formula, charge and spin: 267.8 kJ/mol
- HOMO level (alpha / beta): -8.240 / -7.738 eV
- Frontier orbital gap (alpha / beta): 8.2765 / 7.3551 eV

```
! RIJCOSX wB97M-V def2-TZVPD def2/J DEFGRID3
* xyz 0 1
C -0.5270 -0.0996 -0.6724
H -1.9148 -0.3116 1.0814
H 0.0611 -1.3848 1.7588
C 0.1559 -0.3457 1.7288
I -1.0423 -2.0595 -1.3666
C -0.8927 0.2053 0.7438
H 1.1689 0.9644 -0.7591
H 1.1642 -0.3376 -1.9598
C 0.5552 0.4774 -1.4902
H -0.0150 1.2795 -2.0495
H -0.7961 1.2891 0.9600
I 2.0827 0.3230 2.0249
*
```